#P
A 5-piece molecular cluster, H10O5 overall, computed with ωB97M-V with the def2-TZVPD basis set.

Last columns: bonded neighbours and bond lengths (Å).
Atoms and positions in Å:
1 O -1.81784 0.92061 -0.17671  H2 0.923, H3 0.973
2 H -1.93294 0.34906 -0.89188  O1 0.923
3 H -1.48561 0.23679 0.43012  O1 0.973
4 O -0.59564 -1.31745 -1.88964  H5 0.978, H6 0.931
5 H -0.12527 -1.57363 -1.07088  O4 0.978
6 H -0.62587 -0.38978 -1.81441  O4 0.931
7 O 1.63206 0.05815 1.30685  H8 1.005, H9 0.971
8 H 2.35568 -0.54161 0.95026  O7 1.005
9 H 1.63270 0.67388 0.55548  O7 0.971
10 O 1.17249 1.40794 -1.02311  H11 0.953, H12 0.946
11 H 1.11310 2.08837 -0.35894  O10 0.953
12 H 0.27813 1.19334 -0.80368  O10 0.946
13 O -0.73950 -1.18800 1.26525  H14 1.005, H15 1.039
14 H 0.03064 -0.54329 1.24571  O13 1.005
15 H -0.89212 -1.37438 2.27557  O13 1.039

Results
LUMO level: 0.31 eV
net charge: 0
HOMO energy: -11.6808 eV
SMILES: O.O.O.O.O

***

#Q
A 5-piece molecular cluster, H10O5 overall, computed with ωB97M-V with the def2-TZVPD basis set.

Last columns: bonded neighbours and bond lengths (Å).
Atoms and positions in Å:
1 O -1.15081 0.72486 -3.55815  H2 0.964, H3 0.963
2 H -0.64059 1.21499 -4.21247  O1 0.964
3 H -0.88305 -0.19248 -3.67648  O1 0.963
4 O -0.20592 -3.58058 -0.05567  H5 0.965, H6 0.964
5 H -1.10554 -3.24548 0.04036  O4 0.965
6 H 0.08460 -3.75723 0.84609  O4 0.964
7 O -0.55490 1.21522 3.19818  H8 0.966, H9 0.963
8 H -0.33739 1.15166 2.25878  O7 0.966
9 H -1.37245 1.72381 3.21748  O7 0.963
10 O -0.47529 0.05092 -0.49781  H11 0.967, H12 0.964
11 H 0.35571 0.42636 -0.17490  O10 0.967
12 H -0.22936 -0.80923 -0.85761  O10 0.964
13 O 1.84000 1.70154 0.94679  H14 0.967, H15 0.964
14 H 1.95897 1.37825 1.84992  O13 0.967
15 H 2.71603 1.99739 0.67550  O13 0.964

Results
LUMO level: 0.56 eV
net charge: 0
HOMO energy: -10.8555 eV
SMILES: O.O.O.O.O

***

#R
A 5-piece molecular cluster, H10O5 overall, computed with ωB97M-V with the def2-TZVPD basis set.

Last columns: bonded neighbours and bond lengths (Å).
Atoms and positions in Å:
1 O 1.07918 12.22131 11.83093  H2 0.960, H3 0.967
2 H 0.30285 11.97048 11.32469  O1 0.960
3 H 0.74355 12.42864 12.71398  O1 0.967
4 O -0.50028 12.89440 17.05155  H5 0.961, H6 0.972
5 H -1.26315 13.30459 16.63581  O4 0.961
6 H -0.05504 12.41824 16.33025  O4 0.972
7 O -2.17631 10.97055 12.74253  H8 0.963, H9 0.962
8 H -2.71663 10.22621 13.02626  O7 0.963
9 H -2.13509 10.89384 11.78429  O7 0.962
10 O 0.14718 11.43046 14.60621  H11 0.969, H12 0.969
11 H -0.68458 11.59590 14.13787  O10 0.969
12 H 0.13654 10.47580 14.76958  O10 0.969
13 O 0.11453 8.82246 15.88668  H14 0.962, H15 0.963
14 H 0.30854 7.88061 15.90446  O13 0.962
15 H -0.72939 8.92497 16.33928  O13 0.963

Results
LUMO level: 0.07 eV
net charge: 0
HOMO energy: -10.7173 eV
SMILES: O.O.O.O.O

***

#S
A 5-piece molecular cluster, H10O5 overall, computed with ωB97M-V with the def2-TZVPD basis set.

Last columns: bonded neighbours and bond lengths (Å).
Atoms and positions in Å:
1 O -0.99949 -0.02969 -0.00846  H2 1.022, H3 0.965
2 H -2.00524 -0.13396 -0.15501  O1 1.022
3 H -0.77189 0.29801 -0.88714  O1 0.965
4 O -3.99572 -0.89739 -2.80108  H5 1.019, H6 0.929
5 H -3.58731 -0.09325 -3.27566  O4 1.019
6 H -3.48439 -1.21595 -2.09421  O4 0.929
7 O 2.99024 2.90230 0.55034  H8 1.016, H9 0.969
8 H 2.13672 2.52865 0.14403  O7 1.016
9 H 3.57175 2.12697 0.53012  O7 0.969
10 O 0.89659 -3.98858 0.28759  H11 1.005, H12 0.958
11 H 1.60119 -3.74112 -0.38455  O10 1.005
12 H 0.26512 -4.54670 -0.16855  O10 0.958
13 O 0.97556 1.94478 3.00453  H14 0.960, H15 1.015
14 H 0.85913 2.89340 3.09231  O13 0.960
15 H 1.54772 1.95252 2.16576  O13 1.015

Results
LUMO level: 0.07 eV
net charge: 0
HOMO energy: -11.1138 eV
SMILES: O.O.O.O.O

***

On energetic grounds, #R is preferred over the next structure by 0.0113 hartree.